--- 1 ---
Density functional theory data (the ωB97M-V functional and the def2-TZVPD basis) for a cluster of 3 separate species, CH6O4 in total.

Last column: Mulliken charge in e.
Atoms and positions in Å:
O1 -2.49 1.26 0.90  -0.456
C1 -1.91 0.35 1.42  0.226
O2 -1.32 -0.66 0.85  -0.396
H1 -1.88 0.27 2.55  0.273
H2 -1.84 -0.93 -0.04  0.349
O3 0.10 0.27 -2.17  -0.655
H3 0.94 -0.12 -1.65  0.340
H4 0.54 0.95 -2.82  0.320
O4 2.74 -0.74 0.04  -0.673
H5 2.59 -1.00 0.96  0.321
H6 2.52 0.35 -0.05  0.351

2S+1 = 1
SMILES = O=CO.O.O
E_HOMO = -10.7 eV
Net charge = 0
Gap between HOMO and LUMO = 10.98 eV
LUMO level = 0.3 eV

***

--- 2 ---
Density functional theory data (the ωB97M-V functional and the def2-TZVPD basis) for a cluster of 2 separate species, CH6O4 in total.

Last column: Mulliken charge in e.
Atoms and positions in Å:
O1 -2.27 -0.98 -0.12  -0.309
O2 -2.03 0.24 0.55  -0.081
O3 -1.20 1.01 -0.31  -0.333
H1 -2.99 -0.77 -0.73  0.341
H2 -0.32 0.67 -0.05  0.352
C1 1.98 -0.06 -0.11  -0.674
O4 3.38 -0.18 0.02  -0.507
H3 1.80 0.13 -1.19  0.307
H4 1.54 0.73 0.52  0.256
H5 1.43 -0.99 0.13  0.355
H6 3.60 -0.14 0.96  0.296

2S+1 = 1
SMILES = OOO.CO
E_HOMO = -10.8 eV
Net charge = 0
Gap between HOMO and LUMO = 11.48 eV
LUMO level = 0.7 eV

***

Ordering by calculated energy gives the sequence 1, 2, with the first entry being the most stable.

***

--- 1 ---
Density functional theory data (the ωB97M-V functional and the def2-TZVPD basis) for an isolated molecule of C19H22N2O4.

Last column: Mulliken charge in e.
Atoms and positions in Å:
C1 5.07 -1.69 2.85  -1.117
C2 4.07 -0.84 3.68  -0.719
C3 3.02 0.00 2.80  -0.283
O1 2.05 -0.85 2.21  -0.348
C4 0.73 -0.35 2.11  0.082
C5 -0.11 -0.78 0.93  0.096
C6 0.84 -0.73 -0.28  -0.845
O2 0.61 0.51 -0.83  -0.626
C7 -0.84 0.76 -0.70  2.496
C8 -0.90 2.25 -0.59  -1.512
N1 -0.47 2.74 0.75  0.330
C9 -1.20 2.80 1.90  -0.103
C10 -0.28 3.22 2.80  -0.589
N2 0.94 3.55 2.29  -0.559
C11 0.79 3.37 1.02  -0.173
C12 -1.66 0.00 -1.76  -0.459
C13 -2.99 -0.15 -1.72  -1.256
C14 -3.25 -0.89 -2.99  0.427
C15 -4.37 -1.62 -3.46  -0.356
C16 -4.32 -2.24 -4.74  -0.675
C17 -3.13 -2.15 -5.48  -0.315
C18 -1.90 -1.57 -4.96  -0.974
C19 -2.08 -0.99 -3.69  0.482
O3 -1.13 -0.37 -3.02  -0.465
O4 -1.21 0.12 0.55  -0.470
H1 5.88 -1.12 2.37  0.296
H2 4.52 -2.23 2.10  0.308
H3 5.50 -2.34 3.59  0.344
H4 4.69 -0.22 4.30  0.385
H5 3.56 -1.51 4.25  0.371
H6 2.58 0.61 3.57  0.323
H7 3.50 0.68 2.04  0.274
H8 0.74 0.71 2.11  -0.236
H9 0.13 -0.62 2.99  0.234
H10 -0.48 -1.82 0.97  0.442
H11 0.60 -1.43 -1.02  0.350
H12 1.87 -0.94 -0.04  0.503
H13 -1.85 2.61 -0.84  0.511
H14 -0.31 2.77 -1.41  0.339
H15 -2.16 2.36 2.02  0.435
H16 -0.62 3.29 3.83  0.369
H17 1.62 3.44 0.35  0.391
H18 -3.62 0.27 -1.06  0.734
H19 -5.31 -1.55 -2.87  0.324
H20 -5.17 -2.78 -5.12  0.421
H21 -3.01 -2.72 -6.40  0.342
H22 -0.93 -1.55 -5.40  0.471

2S+1 = 1
SMILES = CCCOC[C@@H]1CO[C@@](Cn2ccnc2)(c2cc3ccccc3o2)O1
E_HOMO = -8.8 eV
Net charge = 0
Gap between HOMO and LUMO = 9.36 eV
LUMO level = 0.6 eV

***

--- 2 ---
Density functional theory data (the ωB97M-V functional and the def2-TZVPD basis) for an isolated molecule of C19H22N2O4.

Last column: Mulliken charge in e.
Atoms and positions in Å:
O1 -0.04 -2.34 0.77  -0.683
C1 0.11 -1.14 0.75  0.478
C2 -1.02 -0.17 0.46  -0.579
C3 -2.32 -0.92 0.18  -0.635
C4 -3.49 0.03 -0.02  -0.648
O2 -4.64 -0.75 -0.25  -0.319
C5 -5.84 -0.12 -0.40  0.578
C6 -6.03 1.26 -0.39  -0.340
C7 -7.31 1.78 -0.55  -0.587
C8 -8.40 0.94 -0.73  -0.551
C9 -8.20 -0.43 -0.74  -0.376
C10 -6.94 -0.96 -0.58  -0.434
N1 1.32 -0.57 1.00  0.268
C11 1.60 0.85 0.92  -0.450
C12 3.00 1.14 1.45  -1.258
N2 3.99 0.40 0.69  0.201
C13 5.08 1.07 0.24  0.275
O3 5.26 2.25 0.53  -0.728
C14 6.06 0.37 -0.59  0.482
C15 7.27 0.89 -1.01  -0.436
C16 7.88 -0.11 -1.80  -0.474
C17 7.01 -1.16 -1.81  -0.487
O4 5.92 -0.88 -1.09  -0.259
C18 3.66 -0.98 0.40  -0.314
C19 2.47 -1.42 1.24  -1.269
H1 -0.75 0.46 -0.39  0.309
H2 -1.16 0.48 1.33  0.303
H3 -2.20 -1.54 -0.71  0.324
H4 -2.54 -1.59 1.01  0.337
H5 -3.62 0.66 0.88  0.450
H6 -3.30 0.69 -0.88  0.416
H7 -5.20 1.93 -0.25  0.363
H8 -7.44 2.85 -0.54  0.341
H9 -9.38 1.36 -0.85  0.375
H10 -9.05 -1.09 -0.88  0.366
H11 -6.77 -2.03 -0.59  0.395
H12 0.87 1.42 1.52  0.489
H13 1.53 1.20 -0.12  0.343
H14 3.24 2.20 1.34  0.461
H15 3.06 0.88 2.51  0.263
H16 7.64 1.86 -0.77  0.535
H17 8.83 -0.05 -2.29  0.453
H18 7.05 -2.12 -2.28  0.464
H19 3.41 -1.09 -0.66  0.294
H20 4.51 -1.63 0.62  0.543
H21 2.73 -1.41 2.31  0.290
H22 2.17 -2.44 0.98  0.434

2S+1 = 1
SMILES = O=C(CCCOc1ccccc1)N1CCN(C(=O)c2ccco2)CC1
E_HOMO = -8.5 eV
Net charge = 0
Gap between HOMO and LUMO = 9.02 eV
LUMO level = 0.5 eV

***

Ordering by calculated energy gives the sequence 2, 1, with the first entry being the most stable.

***

--- 1 ---
Density functional theory data (the ωB97M-V functional and the def2-TZVPD basis) for an isolated molecule of C3H5ClN2.

Last column: Mulliken charge in e.
Atoms and positions in Å:
H1 -2.22 1.02 -0.65  0.236
N1 -2.05 -0.04 -0.45  -0.717
C1 -0.85 -0.25 -0.10  0.715
N2 -0.40 -1.52 0.30  -0.437
C2 0.11 0.87 0.12  -0.286
C3 1.45 0.84 0.08  -0.319
Cl1 2.46 -0.51 -0.27  -0.221
H2 0.61 -1.60 0.24  0.146
H3 -0.92 -2.34 -0.03  0.273
H4 -0.27 1.82 0.51  0.275
H5 2.07 1.71 0.26  0.336

2S+1 = 1
SMILES = [H]/N=C(N)\C=C/Cl
E_HOMO = -9.3 eV
Net charge = 0
Gap between HOMO and LUMO = 10.04 eV
LUMO level = 0.7 eV

***

--- 2 ---
Density functional theory data (the ωB97M-V functional and the def2-TZVPD basis) for an isolated molecule of C3H5ClN2.

Last column: Mulliken charge in e.
Atoms and positions in Å:
H1 0.98 -1.48 -1.16  0.217
N1 0.09 -1.51 -0.47  -0.628
C1 0.36 -0.23 -0.33  0.428
N2 1.43 0.43 -0.88  -0.466
C2 -0.72 0.57 0.44  0.366
C3 -1.58 -0.21 1.10  -0.776
Cl1 -0.69 2.16 0.60  -0.222
H2 2.18 -0.03 -1.15  0.174
H3 1.57 1.53 -1.05  0.216
H4 -2.21 0.06 1.88  0.357
H5 -1.40 -1.30 1.01  0.335

2S+1 = 1
SMILES = [H]/N=C(\N)C(=C)Cl
E_HOMO = -8.9 eV
Net charge = 0
Gap between HOMO and LUMO = 9.63 eV
LUMO level = 0.7 eV

***

Ordering by calculated energy gives the sequence 1, 2, with the first entry being the most stable.

***

--- 1 ---
Density functional theory data (the ωB97M-V functional and the def2-TZVPD basis) for a structure of composition C3H6Br2N3.

Last column: Mulliken charge in e.
Atoms and positions in Å:
C1 -1.22 -0.57 0.98  0.122
C2 0.66 0.45 0.56  -0.268
C3 0.09 -0.17 -1.72  -0.789
N1 -1.54 0.11 -0.05  -0.637
N2 0.04 -0.57 1.41  -0.128
N3 -0.29 0.64 -0.55  0.335
Br1 0.87 2.21 1.52  -0.037
Br2 1.01 -1.15 2.87  0.195
H1 -1.92 -1.26 1.51  0.424
H2 1.93 0.06 0.06  0.404
H3 1.10 0.13 -2.00  0.382
H4 0.12 -1.22 -1.27  0.316
H5 -0.74 -0.24 -2.52  0.314
H6 -0.11 1.58 -0.80  0.366

2S+1 = 1
E_HOMO = -14.1 eV
Net charge = +1
Gap between HOMO and LUMO = 9.68 eV
LUMO level = -4.5 eV

***

--- 2 ---
Density functional theory data (the ωB97M-V functional and the def2-TZVPD basis) for the ion C3H6Br2N3 with charge +1.

Last column: Mulliken charge in e.
Atoms and positions in Å:
C1 0.79 -0.03 0.19  -0.644
N1 0.37 1.04 -0.70  -0.398
N2 -0.92 1.35 -0.74  0.114
C2 -1.94 0.79 -0.08  0.385
Br1 -3.35 1.80 0.05  0.049
N3 -1.69 -0.53 0.64  -0.302
C3 -2.66 -1.29 0.84  -0.101
Br2 -4.49 -1.41 0.23  -0.020
H1 1.84 -0.45 -0.04  0.332
H2 0.85 0.14 1.31  0.290
H3 0.01 -0.84 0.08  0.310
H4 0.75 0.96 -1.63  0.284
H5 -1.10 2.21 -1.29  0.272
H6 -2.39 -2.07 1.50  0.430

2S+1 = 1
SMILES = CN/[NH+]=C(Br)\N=C/Br
E_HOMO (spin up / spin down) = -13.6 / -13.6 eV
Net charge = +1
Gap between HOMO and LUMO (spin up / spin down) = 8.62 / 8.62 eV
LUMO level (spin up / spin down) = -5.0 / -5.0 eV

***

--- 3 ---
Density functional theory data (the ωB97M-V functional and the def2-TZVPD basis) for a structure of composition C3H6Br2N3.

Last column: Mulliken charge in e.
Atoms and positions in Å:
C1 -0.65 1.40 0.86  0.127
C2 -0.75 -0.38 -0.45  -0.192
C3 1.78 -0.56 -0.38  -0.831
N1 0.39 0.78 1.19  -0.699
N2 -1.42 0.84 -0.09  -0.150
N3 0.46 -0.41 0.36  0.352
Br1 -1.83 -2.00 -0.40  -0.034
Br2 -3.27 1.15 -0.31  0.171
H1 -0.95 2.29 1.45  0.422
H2 -0.15 -0.22 -1.70  0.325
H3 1.79 -1.68 -0.72  0.323
H4 1.85 0.31 -1.10  0.408
H5 2.47 -0.31 0.35  0.372
H6 0.29 -1.20 0.94  0.406

2S+1 = 1
E_HOMO = -13.9 eV
Net charge = +1
Gap between HOMO and LUMO = 9.29 eV
LUMO level = -4.6 eV

***

Ordering by calculated energy gives the sequence 2, 3, 1, with the first entry being the most stable.